12 unconnected molecules or ions with the total composition C41H113N7O12 at a distorted geometry. Source: the OMol25 dataset; level of theory: ωB97M-V with the def2-TZVPD basis set.

Last column: Mulliken charge in e.
Cartesian coordinates (Å):
C1 3.6718 19.2741 1.2770  -1.81
C2 4.7605 19.4507 2.3036  2.21
C3 4.7811 20.8495 2.8917  -1.28
O1 4.4699 18.5068 3.3575  -0.40
H1 3.5961 20.1477 0.6262  0.36
H2 2.7014 19.1957 1.7775  0.46
H3 3.7977 18.3651 0.6918  0.21
H4 5.7347 19.1644 1.8928  -0.61
H5 3.8297 21.0467 3.3906  0.40
H6 4.8812 21.6037 2.1021  0.39
H7 5.6096 21.0151 3.5820  0.03
H8 5.2470 18.4293 3.9294  0.19
C4 9.4139 19.5101 10.7163  -1.55
C5 9.7648 19.9877 9.3240  1.07
C6 11.1854 20.5258 9.2515  -1.06
O2 9.6540 18.8273 8.4918  -0.48
H9 9.7457 20.2126 11.4809  0.40
H10 9.8688 18.5289 10.8545  0.34
H11 8.3382 19.3666 10.8367  0.31
H12 9.0518 20.7288 8.9465  0.05
H13 11.3272 21.2735 10.0415  0.45
H14 11.3338 21.0093 8.2858  -0.05
H15 11.9193 19.7477 9.4522  0.30
H16 9.6687 19.1213 7.5668  0.11
C7 3.5747 15.7165 10.4474  -1.48
C8 3.5469 16.5350 9.1731  1.17
C9 3.5953 18.0204 9.4978  -1.41
O3 4.7309 16.2923 8.4105  -0.35
H17 4.1821 16.2009 11.2184  0.27
H18 3.8895 14.6752 10.3638  0.36
H19 2.5879 15.6468 10.9281  0.44
H20 2.6658 16.2836 8.5757  -0.15
H21 2.6564 18.3238 9.9715  0.37
H22 3.7238 18.5718 8.5674  0.19
H23 4.4072 18.2243 10.1915  0.49
H24 4.9558 15.3498 8.4532  -0.11
C10 7.6725 21.7819 1.1680  -0.28
C11 8.0560 23.0508 0.4398  0.16
C12 7.0272 24.1525 0.6890  -1.19
O4 9.3276 23.4887 0.8667  -0.61
H25 6.7750 21.3045 0.7671  0.09
H26 7.5429 21.8866 2.2521  0.09
H27 8.4845 21.0465 1.1135  0.13
H28 8.0668 22.8622 -0.6353  0.42
H29 6.0284 23.9321 0.3147  0.42
H30 7.4120 25.0681 0.2311  0.35
H31 6.9464 24.3576 1.7623  0.10
H32 9.2567 23.8754 1.7598  0.34
C13 1.9054 19.4138 5.8882  -1.50
C14 1.9492 17.8865 5.8617  1.77
C15 0.7699 17.3011 6.5886  -1.18
O5 -0.4194 17.7827 5.9781  -0.38
C16 -1.5584 17.3656 6.6673  -0.78
N1 1.9574 17.3453 4.4902  -0.79
H33 2.7164 19.8526 5.3066  0.21
H34 2.0265 19.7952 6.9108  0.41
H35 0.9352 19.7508 5.5277  0.38
H36 2.8881 17.5372 6.3029  -0.48
H37 0.7744 17.5667 7.6535  0.45
H38 0.7674 16.2109 6.4562  0.57
H39 -1.6114 17.8463 7.6584  0.29
H40 -1.5872 16.2834 6.8634  0.30
H41 -2.4481 17.6286 6.0998  0.27
H42 2.6465 17.8479 3.9392  0.17
H43 1.0409 17.4640 4.0751  0.32
C17 10.8743 13.8249 -0.5930  -1.43
C18 11.4625 14.4325 0.6691  0.26
C19 10.5568 14.2300 1.8771  -0.32
O6 9.2418 14.6113 1.5847  -0.40
C20 8.6074 15.3286 2.6199  -0.50
N2 12.8080 13.8990 0.9983  -0.43
H44 11.4346 14.1146 -1.4850  0.40
H45 9.8416 14.1492 -0.7220  0.35
H46 10.8908 12.7328 -0.5353  0.35
H47 11.5649 15.5149 0.5382  0.04
H48 10.9976 14.8487 2.6742  0.08
H49 10.6006 13.1895 2.2378  0.25
H50 7.6217 15.5799 2.2237  0.32
H51 9.1277 16.2583 2.8621  0.07
H52 8.4398 14.7289 3.5219  0.43
H53 12.6870 13.0480 1.5409  0.28
H54 13.2127 13.6085 0.1138  0.25
C21 7.9444 25.4921 4.6674  -1.45
C22 9.3421 24.8812 4.5571  0.33
C23 9.2777 23.4082 4.9064  0.37
O7 8.7400 23.1261 6.1665  -0.49
C24 9.6304 23.3906 7.2294  -0.80
N3 9.8175 25.0729 3.1869  -0.52
H55 7.8695 26.5008 4.2653  0.46
H56 7.5779 25.4787 5.6954  0.33
H57 7.2209 24.8486 4.1495  0.19
H58 9.9329 25.4661 5.2733  0.28
H59 10.2797 22.9581 4.7679  0.31
H60 8.6805 22.9036 4.1371  -0.52
H61 9.1731 23.0565 8.1556  0.26
H62 9.8359 24.4639 7.3196  0.38
H63 10.5913 22.8911 7.0567  0.33
H64 10.8141 25.2413 3.1350  0.21
H65 9.3698 25.8745 2.7601  0.25
C25 9.2162 18.9778 3.7655  -0.16
C26 8.3796 19.3773 4.9752  2.19
C27 7.7184 18.2184 5.6626  -1.75
O8 6.7501 17.6625 4.7972  0.32
C28 6.1912 16.4665 5.3293  -1.03
N4 9.1821 20.1813 5.9372  -0.05
H66 8.5088 18.6106 3.0145  -0.31
H67 9.8883 18.1409 3.9859  -0.33
H68 9.7649 19.8051 3.3191  0.57
H69 7.6091 20.0144 4.5171  -1.03
H70 7.1989 18.5493 6.5726  0.39
H71 8.4551 17.4610 5.9752  0.07
H72 5.6557 16.6586 6.2644  0.45
H73 6.9939 15.7398 5.4912  0.07
H74 5.4712 16.0978 4.5998  0.30
H75 10.0415 20.3916 5.4263  -0.01
H76 8.7867 21.1213 5.9778  0.17
C29 6.2861 19.8917 -1.9955  -0.82
C30 6.5666 18.4335 -2.3476  0.58
C31 6.2973 17.5327 -1.1458  -0.86
O9 6.9747 17.9812 0.0014  0.22
C32 8.3576 17.6528 0.0298  -0.46
N5 5.9077 17.9478 -3.5523  -0.68
H77 5.3187 19.9887 -1.4929  0.06
H78 6.2894 20.5168 -2.8886  0.47
H79 7.0394 20.2583 -1.2969  -0.04
H80 7.6442 18.3005 -2.5050  0.19
H81 6.5384 16.4930 -1.4140  0.23
H82 5.2353 17.5112 -0.8717  0.20
H83 8.9166 18.1739 -0.7531  0.33
H84 8.4971 16.5695 0.0178  0.33
H85 8.7197 18.0485 0.9792  -0.13
H86 4.9016 17.9240 -3.4607  0.23
H87 6.1878 18.4911 -4.3545  0.26
C33 11.3813 15.3060 5.6589  -0.81
C34 12.7043 14.6860 5.2483  0.92
C35 13.6692 15.7720 4.8161  -0.66
O10 14.9634 15.2563 4.5033  -0.50
C36 15.0950 14.6971 3.2101  -0.62
N6 13.2849 13.9141 6.3624  -0.84
H88 10.6475 14.5680 5.9818  0.27
H89 10.9318 15.8402 4.8093  -0.30
H90 11.5143 16.0645 6.4331  0.42
H91 12.5573 14.0519 4.3592  0.08
H92 13.8782 16.4327 5.6635  0.23
H93 13.3004 16.3835 3.9846  0.35
H94 16.1658 14.5137 3.1196  0.34
H95 14.7355 15.3481 2.4135  0.28
H96 14.5813 13.7347 3.1348  0.19
H97 14.2764 13.8058 6.1430  0.32
H98 12.9485 12.9586 6.2667  0.32
C37 7.4430 13.3493 7.5299  -1.57
C38 6.2903 12.7729 8.3204  0.26
C39 6.3783 13.2120 9.7672  -0.61
O11 7.5860 12.7786 10.3295  -0.36
C40 7.8582 13.3609 11.5888  -0.65
N7 5.0222 13.3100 7.7620  -0.52
H99 7.4881 14.4406 7.6044  0.30
H100 7.5493 13.0095 6.5004  0.48
H101 8.3809 13.0762 8.0306  0.47
H102 6.2905 11.6774 8.3052  0.42
H103 5.4820 12.8607 10.3136  0.41
H104 6.2697 14.3085 9.8241  0.30
H105 8.9408 13.3402 11.7156  0.26
H106 7.4266 12.7441 12.3829  0.25
H107 7.5063 14.3924 11.6292  0.29
H108 5.0367 13.1921 6.7548  0.23
H109 4.2319 12.7582 8.0823  0.22
C41 12.4832 19.2634 5.7451  0.31
O12 12.3753 20.2166 4.6854  -0.56
H110 11.4662 18.9217 5.9617  -0.02
H111 13.0484 18.3473 5.5724  -0.21
H112 12.9118 19.7696 6.6060  0.24
H113 12.5062 19.7704 3.8447  0.30

- Calculated total energy: -79346.98980 eV
- Relative energy (zero: lowest compared OMol25 entry of this formula, charge and spin): 0.0000 eV
- Total charge: 0
- SMILES: COC[C@H](C)N.COC[C@H](C)N.COC[C@H](C)N.COC[C@H](C)N.COC[C@H](C)N.COC[C@H](C)N.COC[C@H](C)N.CC(C)O.CC(C)O.CC(C)O.CC(C)O.CO